No. 1
A single C4H3N3O molecule. Source: the OMol25 dataset; level of theory: ωB97M-V with the def2-TZVPD basis set.

Summary:
HOMO level = -9.25 eV
DFT total energy = -393.5697 Ha
frontier orbital gap = 8.55 eV
energy relative to the best compared isomer or geometry (same formula, charge and spin) = 4.074 eV
SMILES string = O=c1ccnncn1

Last column: Mulliken charge in e.
Positions of all 11 atoms, in Å:
O: 0.5227 0.7832 2.2923  -0.52
C: 0.4477 0.1073 1.2781  0.37
C: -0.4167 -0.9664 0.9373  -0.42
C: -0.9448 -0.8196 -0.3299  -0.05
N: -1.1266 0.5129 -0.8664  -0.04
N: -0.3422 1.3285 -1.2089  -0.25
C: 1.1413 0.7559 -1.0496  0.15
N: 1.4525 0.1554 0.0890  -0.35
H: -0.8016 -1.5263 1.7303  0.41
H: -1.7524 -1.3524 -0.9191  0.36
H: 1.8202 1.0213 -1.9531  0.34

No. 2
C4H3N3O as an isolated structure. Source: the OMol25 dataset; level of theory: ωB97M-V with the def2-TZVPD basis set.

Summary:
HOMO level = -9.91 eV
DFT total energy = -393.5536 Ha
frontier orbital gap = 9.72 eV
energy relative to the best compared isomer or geometry (same formula, charge and spin) = 4.512 eV

Last column: Mulliken charge in e.
Positions of all 11 atoms, in Å:
C: 0.5768 1.2094 0.6117  0.43
C: 1.1632 -0.3060 0.6545  -0.37
C: -0.1011 -0.5935 -0.0801  0.11
C: -0.9839 -1.0093 -1.1921  -0.32
H: 2.2825 -0.5979 0.2272  0.25
H: 1.4681 -0.5590 1.7383  0.23
H: -0.7733 -1.7756 -2.0480  0.31
N: -2.1079 -0.0182 -1.1133  -0.16
N: -1.8709 0.8104 -0.0656  -0.65
N: -0.7591 0.5545 0.4496  0.63
O: 1.1055 2.2852 0.8179  -0.47

No. 3
C4H3N3O as an isolated structure. Source: the OMol25 dataset; level of theory: ωB97M-V with the def2-TZVPD basis set.

Summary:
HOMO level = -8.59 eV
DFT total energy = -393.6204 Ha
frontier orbital gap = 8.56 eV
energy relative to the best compared isomer or geometry (same formula, charge and spin) = 2.694 eV

Last column: Mulliken charge in e.
Positions of all 11 atoms, in Å:
C: -2.0044 -0.1103 -0.0830  -0.23
C: -0.0079 -0.7606 0.0555  0.48
C: 1.9543 -0.0837 -0.0749  0.06
C: -0.0293 0.5912 0.1289  0.39
H: -3.0172 0.1470 0.1684  0.35
H: 3.1024 0.1980 -0.0862  0.28
H: -1.3962 2.2038 0.5499  0.41
N: -1.3155 -1.2281 -0.0030  -0.51
N: 1.2940 -1.1699 0.0432  -0.55
N: -1.1552 1.1097 -0.1409  -0.30
O: 1.2590 1.0812 -0.0109  -0.39

No. 4
A single C4H3N3O molecule. Source: the OMol25 dataset; level of theory: ωB97M-V with the def2-TZVPD basis set.

Summary:
HOMO level = -10.96 eV
DFT total energy = -393.6922 Ha
frontier orbital gap = 11.12 eV
energy relative to the best compared isomer or geometry (same formula, charge and spin) = 0.740 eV
SMILES string = N#CC(C#N)NC=O

Last column: Mulliken charge in e.
Positions of all 11 atoms, in Å:
N: 1.8787 -2.0489 -0.6276  -0.35
C: 1.3906 -1.1013 -0.1891  0.14
C: 0.7072 0.0652 0.4906  0.25
C: 0.9742 1.3901 -0.1445  0.06
N: 1.1209 2.4168 -0.5928  -0.33
N: -0.7187 -0.0888 0.5699  -0.20
C: -1.5421 -0.1335 -0.5177  0.13
O: -2.7373 -0.2967 -0.4352  -0.52
H: 1.0201 0.1836 1.5135  0.28
H: -1.1012 -0.4308 1.4415  0.23
H: -0.9923 0.0441 -1.5086  0.30

No. 5
C4H3N4O as an isolated structure. Source: the OMol25 dataset; level of theory: ωB97M-V with the def2-TZVPD basis set.

Summary:
HOMO level = -5.54 eV
DFT total energy = -448.3967 Ha
frontier orbital gap = 9.17 eV
net charge = -1

Last column: Mulliken charge in e.
Positions of all 12 atoms, in Å:
C: -2.1370 0.1984 -0.2315  0.50
C: 0.6876 -0.7548 0.1048  -0.59
C: 0.1722 1.6678 -0.0272  -0.05
C: -0.1512 0.2664 -0.1584  0.23
N: -2.9655 -0.6838 -0.8073  -0.42
N: -2.7050 1.1377 0.4593  -0.22
N: -4.1463 -0.2366 -0.3947  -0.30
N: -3.9987 0.7895 0.3646  -0.45
O: 0.6625 2.5225 -0.7976  -0.53
H: 1.7599 -0.7077 0.5844  0.21
H: 0.2664 -1.7521 0.0745  0.31
H: -0.1681 2.2078 0.8756  0.30

No. 6
A single C4H3N7S2 molecule. Source: the OMol25 dataset; level of theory: ωB97M-V with the def2-TZVPD basis set.

Summary:
HOMO level = -8.75 eV
DFT total energy = -1333.7962 Ha
frontier orbital gap = 8.21 eV
energy relative to the best compared isomer or geometry (same formula, charge and spin) = 0.000 eV
SMILES string = c1nnc(/N=N/N=c2\[nH]ncs2)s1

Last column: Mulliken charge in e.
Positions of all 16 atoms, in Å:
C: 0.0111 2.3068 3.8297  -0.06
N: -0.6134 1.1816 3.6580  -0.56
N: -0.4582 0.6755 2.4123  -0.07
C: 0.2717 1.4348 1.6578  0.44
N: 0.6480 1.2481 0.3130  -0.61
N: 0.1695 0.1973 -0.1608  0.87
N: 0.5344 0.0038 -1.4646  -1.03
C: 0.0025 -1.1155 -1.8562  0.64
N: -0.7876 -1.9832 -1.1761  0.42
N: -1.2141 -3.1043 -1.8289  -1.01
C: -0.7873 -3.0957 -3.0368  -0.11
S: 0.2104 -1.7336 -3.4795  -0.07
S: 0.8603 2.8677 2.4396  -0.09
H: 0.0006 2.8420 4.7630  0.43
H: -1.0394 -1.8410 -0.2301  0.39
H: -1.0305 -3.8599 -3.7312  0.44

No. 7
A single C4H3NO molecule. Source: the OMol25 dataset; level of theory: ωB97M-V with the def2-TZVPD basis set.

Summary:
HOMO level = -11.10 eV
DFT total energy = -284.1178 Ha
frontier orbital gap = 11.68 eV
energy relative to the best compared isomer or geometry (same formula, charge and spin) = 1.504 eV
SMILES string = C#C[C@H](O)C#N

Last column: Mulliken charge in e.
Positions of all 9 atoms, in Å:
C: 2.1236 0.1128 -0.3060  0.13
C: 0.9297 -0.0316 -0.2853  -0.62
C: -0.5309 -0.2473 -0.2993  0.23
O: -1.2725 0.8283 -0.8179  -0.52
C: -1.0129 -0.5947 1.0613  0.16
N: -1.4331 -0.8034 2.1175  -0.36
H: 3.1856 0.2346 -0.3225  0.41
H: -0.7454 -1.0964 -0.9571  0.21
H: -1.2111 1.5687 -0.1980  0.37

No. 8
A single C4H3NO molecule. Source: the OMol25 dataset; level of theory: ωB97M-V with the def2-TZVPD basis set.

Summary:
HOMO level = -10.47 eV
DFT total energy = -284.0752 Ha
frontier orbital gap = 9.58 eV
energy relative to the best compared isomer or geometry (same formula, charge and spin) = 2.665 eV
SMILES string = C=C(C#N)C=O

Last column: Mulliken charge in e.
Positions of all 9 atoms, in Å:
C: -0.8641 -0.9577 -1.5166  -0.54
C: -0.0701 -0.3015 -0.5343  0.48
C: 0.4605 -1.0362 0.7076  0.10
N: 0.6724 -1.2580 1.9580  -0.39
C: -0.0641 1.2854 -0.6060  -0.21
O: 0.0781 1.9178 0.3987  -0.41
H: -0.5537 -2.0651 -1.5538  0.32
H: -1.2786 -0.0846 -2.1231  0.23
H: -0.2725 1.6739 -1.5235  0.43

No. 9
A single C4H3NO molecule. Source: the OMol25 dataset; level of theory: ωB97M-V with the def2-TZVPD basis set.

Summary:
HOMO level = -10.22 eV
DFT total energy = -283.9622 Ha
frontier orbital gap = 9.96 eV
energy relative to the best compared isomer or geometry (same formula, charge and spin) = 5.739 eV

Last column: Mulliken charge in e.
Positions of all 9 atoms, in Å:
C: 2.8646 -0.4567 -0.1406  -0.49
C: 1.8380 0.2359 0.0909  0.62
C: 0.0125 -0.0695 0.1545  0.64
C: -1.3991 -0.0020 -0.0854  -0.71
N: 0.9065 -0.9973 0.0679  -0.46
O: 0.7543 1.0606 0.1849  -0.36
H: -1.5089 1.0908 0.4211  0.25
H: -1.8430 -0.8755 0.4477  0.27
H: -1.6249 0.0137 -1.1411  0.25

No. 10
C4H3NO as an isolated structure. Source: the OMol25 dataset; level of theory: ωB97M-V with the def2-TZVPD basis set.

Summary:
HOMO level = -9.90 eV
DFT total energy = -284.0116 Ha
frontier orbital gap = 9.56 eV
energy relative to the best compared isomer or geometry (same formula, charge and spin) = 4.395 eV

Last column: Mulliken charge in e.
Positions of all 9 atoms, in Å:
C: 0.3303 -1.4128 -0.0506  -0.30
C: 1.2417 0.2680 -0.0854  0.02
C: -0.9513 -0.9968 -0.0657  -0.19
C: -1.4528 0.3657 0.0918  0.15
N: 2.3740 0.5771 0.0167  -0.09
O: -2.5589 0.8481 -0.0206  -0.48
H: -1.8557 -1.6102 -0.1593  0.36
H: -0.4716 1.0834 0.1133  0.20
H: 3.3444 0.8775 0.1599  0.33

No. 11
A 2-piece molecular cluster, C4H3NO overall. Source: the OMol25 dataset; level of theory: ωB97M-V with the def2-TZVPD basis set.

Summary:
HOMO level = -8.88 eV
DFT total energy = -284.0192 Ha
frontier orbital gap = 7.32 eV
energy relative to the best compared isomer or geometry (same formula, charge and spin) = 4.189 eV
SMILES string = N=C=C=O.C#C

Last column: Mulliken charge in e.
Positions of all 9 atoms, in Å:
N: 1.2988 -0.6927 0.8227  -0.42
C: 1.7461 0.2747 0.1654  0.02
C: 1.6079 1.3479 -0.5303  0.48
O: 1.7193 2.3131 -1.1835  -0.37
H: 1.9604 -1.4638 1.0482  0.25
C: -2.5558 -0.2862 -0.3657  -0.39
C: -1.5809 -0.5356 0.2924  -0.44
H: -3.5400 -0.2291 -0.8649  0.35
H: -0.6559 -0.7284 0.6156  0.51

No. 12
A single C4H3NO molecule. Source: the OMol25 dataset; level of theory: ωB97M-V with the def2-TZVPD basis set.

Summary:
HOMO level = -11.13 eV
DFT total energy = -284.1158 Ha
frontier orbital gap = 11.61 eV
energy relative to the best compared isomer or geometry (same formula, charge and spin) = 1.560 eV
SMILES string = C#C[C@H](O)C#N

Last column: Mulliken charge in e.
Positions of all 9 atoms, in Å:
C: -0.9096 -0.8431 -1.7426  0.06
C: -0.3873 -0.2851 -0.8131  -0.60
C: 0.3194 0.4621 0.2441  0.42
O: 1.6774 0.1300 0.3612  -0.50
C: -0.4116 0.4691 1.5395  0.07
N: -0.9819 0.6890 2.5206  -0.37
H: -1.3831 -1.3223 -2.5739  0.40
H: 0.3035 1.5253 -0.0127  0.16
H: 1.7733 -0.8250 0.4768  0.37